{
  "formula": "C26H56FN9O3P2S2",
  "method": "the ωB97M-V functional and the def2-TZVPD basis",
  "elements": ["C", "C", "N", "C", "C", "H", "H", "H", "H", "H", "O", "H", "H", "H", "H", "C", "H", "C", "H", "H", "C", "N", "C", "C", "H", "H", "C", "H", "H", "H", "N", "N", "H", "H", "H", "H", "C", "H", "H", "N", "O", "H", "H", "H", "H", "H", "C", "H", "S", "C", "O", "N", "C", "C", "P", "H", "H", "H", "H", "F", "H", "H", "H", "H", "H", "H", "H", "C", "H", "H", "H", "H", "H", "H", "S", "N", "C", "H", "N", "H", "H", "C", "P", "H", "H", "H", "C", "H", "C", "H", "C", "N", "C", "H", "C", "H", "C", "C", "C"],
  "positions_angstrom": [[-2.3412, -0.6542, -2.0278], [2.7554, 3.6211, -7.3501], [2.3882, 2.2997, -6.8412], [4.1534, 0.2613, -4.0684], [-6.4488, -1.1555, 1.3350], [-4.3136, -2.4657, 0.8920], [1.7295, -2.7744, 3.3188], [3.3383, -2.0518, 3.1095], [-6.4249, -2.2157, 1.0430], [2.3189, 4.4110, -6.7392], [0.8042, 0.1758, 5.9914], [3.9334, 1.1572, -7.7797], [3.9652, 0.6568, -3.0677], [1.3498, -3.7712, 4.9920], [-4.2706, 4.4897, 1.5039], [2.8438, 1.2962, -7.7847], [-1.8169, 1.0464, 0.9736], [0.5188, -3.2317, 5.4487], [-4.9623, 5.3033, 0.0857], [2.3752, 0.3298, -7.6354], [-2.3842, 2.9178, 0.0802], [1.5607, 0.7512, -4.5895], [4.5745, -0.9430, 5.8781], [5.0580, 2.2312, -4.9772], [-2.4698, -0.4377, 2.1958], [-5.3828, -0.8757, 3.1488], [-4.0431, 4.8520, 0.4898], [-0.9866, -1.4678, 6.7319], [-1.5566, 2.8548, -0.6394], [-4.7601, 0.1500, 1.8406], [3.3780, -1.8267, 5.7717], [0.9814, -2.1749, 6.3359], [-3.3511, 4.1346, -1.4301], [2.3866, 3.7615, -8.3685], [0.2173, 0.0607, -3.1061], [-2.0019, 3.5054, 0.9375], [-2.6599, -0.4914, -0.6916], [0.4663, 0.0589, -6.2758], [4.5803, -0.1868, 5.0908], [3.9276, 1.2706, -5.1219], [1.2678, 3.1272, -4.8362], [4.5994, -0.4198, 6.8384], [-7.1369, -0.7467, -0.4832], [-0.1580, -2.8560, 4.6710], [-0.4069, -2.7452, 7.8148], [5.0372, 2.7275, -4.0022], [1.1695, -0.2968, -5.5128], [0.6963, -1.1140, -4.9732], [-0.4465, -3.4863, -3.6228], [2.2591, -1.8473, 3.1309], [-6.5702, -0.3311, 0.1746], [-1.2295, -2.0864, -3.6992], [0.4632, 0.9768, -3.6430], [-2.7512, 1.5339, 0.6507], [1.9259, -0.8147, 5.7750], [-3.3686, 1.7006, 1.5499], [1.9612, -1.5853, 2.1114], [0.7439, 1.7142, -2.8924], [3.4284, 0.5562, 3.4217], [-1.0366, -3.5803, 0.7300], [2.8802, -3.6648, 6.7452], [-1.8889, -2.0875, 2.2802], [5.0186, 3.0083, -5.7430], [5.1883, -0.0897, -4.1115], [3.8449, 3.7685, -7.3712], [1.9555, 1.3254, 4.0370], [-4.3525, 0.3827, -0.0496], [-3.6212, 3.7058, -0.4558], [-7.2773, -0.9172, 2.0214], [4.5573, -3.2391, 6.8095], [-0.0119, -4.0022, 6.0152], [-0.4421, 1.3259, -4.1489], [-3.2744, 5.6352, 0.5479], [-4.2106, 0.1584, -3.3469], [-2.9376, 0.6024, -3.1856], [-3.4142, 0.6548, -0.3274], [-1.4692, -2.6206, -0.1425], [6.0162, 1.7238, -5.0884], [1.8899, -0.7907, 4.0415], [5.4935, -1.5191, 5.7722], [2.0393, -0.7556, -5.9888], [-2.5941, -1.4296, 1.7533], [2.4102, 2.1789, -5.1078], [1.9589, 0.5926, 2.4415], [3.5447, -0.6261, -4.2117], [-4.4377, 2.9728, -0.5399], [-5.1216, -0.8548, 2.0781], [2.5589, 1.5863, -8.7998], [-1.5948, -1.7881, -2.4390], [-4.0858, -2.7381, 2.6335], [-0.1051, -1.8532, 7.2593], [-0.4509, -3.8281, -2.0251], [2.3323, 0.4796, 3.4618], [0.2045, -1.1127, 7.9935], [-4.0697, -1.9725, 1.8447], [3.4026, -2.3798, 7.8436], [3.5496, -2.8173, 6.8538], [-1.1409, -2.7981, -1.5180], [-2.2231, -1.5154, 0.2636]],
  "energy_ev": -90384.620,
  "spin_multiplicity": 1
}